i | Entry from the Open Molecules 2025 dataset: 2 unconnected molecules or ions with the total composition C3H11NOS2 (wB97M-V/def2-TZVPD).

```
18
C3H11NOS2 | the Open Molecules 2025 dataset | wB97M-V/def2-TZVPD
N 1.576 0.698 1.871
C 1.181 -0.674 1.468
C -0.129 -0.631 0.676
C 0.047 -1.262 -0.689
S -1.458 -1.513 -1.667
S -2.877 -0.228 -0.851
H 2.571 0.684 2.115
H 1.145 0.875 2.782
H 1.992 -1.053 0.839
H 1.040 -1.326 2.332
H -0.954 -1.040 1.255
H -0.368 0.424 0.554
H 0.759 -0.634 -1.217
H 0.438 -2.259 -0.554
H -2.335 0.852 -1.422
O -0.546 2.152 -2.497
H -1.077 2.417 -3.266
H -1.004 2.517 -1.728
```

## Properties
SMILES: NCCCSS.O
E_LUMO, eV: 0.434

***

ii | Entry from the Open Molecules 2025 dataset: 3 unconnected molecules or ions with the total composition C3H11NOS2 (wB97M-V/def2-TZVPD).

```
18
C3H11NOS2 | the Open Molecules 2025 dataset | wB97M-V/def2-TZVPD
S -3.662 0.380 0.815
S 3.153 0.687 0.320
C 2.081 -0.777 0.140
C 0.882 -0.401 -0.734
N -0.205 0.138 0.069
C -1.017 -0.861 0.690
H 4.023 0.150 1.191
H 1.745 -1.119 1.114
H 2.653 -1.571 -0.326
H 1.165 0.392 -1.428
H 0.571 -1.276 -1.313
H -0.735 0.841 -0.431
H -1.455 -1.600 0.006
H -0.510 -1.334 1.530
H -1.935 -0.372 1.128
H -2.124 2.986 -0.731
H -2.644 1.574 -0.810
O -1.987 2.163 -1.230
```

## Properties
E_LUMO, eV: -3.391

***

iii | Entry from the Open Molecules 2025 dataset: 3 unconnected molecules or ions with the total composition C3H11NOS2 (wB97M-V/def2-TZVPD).

```
18
C3H11NOS2 | the Open Molecules 2025 dataset | wB97M-V/def2-TZVPD
N -1.993 -1.048 -0.860
C -0.965 -0.292 -0.187
C -1.483 0.281 1.141
S 1.775 1.101 0.350
S 2.828 -0.384 -0.374
C 4.526 0.177 -0.165
H -2.990 -0.665 -0.750
H -1.771 -0.967 -1.861
H -0.116 -0.969 -0.011
H -0.606 0.563 -0.794
H -2.024 1.200 1.005
H -0.625 0.573 1.741
H 4.724 0.023 0.860
H 5.180 -0.501 -0.695
H 4.696 1.191 -0.499
H -4.948 0.014 -0.457
H -2.112 -0.449 1.608
O -4.094 0.153 -0.050
```

## Properties
E_LUMO, eV: -4.382

***

Last place for stability: iii

***

i | Entry from the Open Molecules 2025 dataset: a single C5H10OS molecule (wB97M-V/def2-TZVPD).

```
17
C5H10OS | the Open Molecules 2025 dataset | wB97M-V/def2-TZVPD
C -0.482 0.319 -2.469
O -1.591 -0.147 -1.775
C -1.421 -0.309 -0.430
C -0.493 -0.535 0.427
C -0.818 -0.867 1.818
S 1.322 -0.605 -0.081
C 2.028 0.746 0.733
H 0.203 0.866 -1.645
H 0.223 -0.593 -2.843
H -0.723 0.987 -3.382
H -2.498 -0.181 0.044
H -1.870 -1.332 1.953
H -0.721 0.063 2.607
H 0.100 -1.589 2.251
H 1.424 1.853 0.647
H 2.264 0.209 1.890
H 3.055 1.115 0.256
```

## Properties
SMILES: CO/C=C(/C)SC
E_LUMO, eV: 0.746

***

ii | Entry from the Open Molecules 2025 dataset: a single C5H10OS molecule (wB97M-V/def2-TZVPD).

```
17
C5H10OS | the Open Molecules 2025 dataset | wB97M-V/def2-TZVPD
C -3.981 0.037 -0.453
S -1.909 -0.210 0.124
O -1.783 0.825 1.098
C -0.330 -0.813 0.006
C 0.865 0.013 0.483
C 2.158 -0.754 0.822
C 1.109 1.013 -0.609
H -3.591 0.739 -1.205
H -4.090 -0.856 -1.147
H 0.124 -1.513 -0.624
H 0.604 0.485 1.525
H 2.630 -1.140 -0.132
H 1.770 -1.449 1.529
H 2.908 -0.029 1.247
H 1.159 0.378 -1.516
H 2.114 1.532 -0.415
H 0.243 1.743 -0.733
```

## Properties
SMILES: C=S(=O)=CC(C)C
E_LUMO (alpha / beta), eV: -0.721 / -0.721

***

iii | Entry from the Open Molecules 2025 dataset: a molecular structure, C5H10OS (wB97M-V/def2-TZVPD).

```
17
C5H10OS | the Open Molecules 2025 dataset | wB97M-V/def2-TZVPD
C 0.563 1.372 -2.360
C 0.054 -0.298 -0.666
C 0.179 -0.541 0.627
C 0.060 -1.992 0.855
C -0.036 0.446 1.597
H 1.658 1.228 -1.992
H 0.100 1.030 -3.327
H 0.395 2.401 -2.226
H 0.165 -1.161 -1.216
H 1.257 -2.592 1.056
H -0.535 -2.486 -0.165
H -0.589 -2.124 1.919
H 0.312 0.124 2.670
H 0.562 1.469 1.309
H -2.176 1.635 1.136
O -0.226 0.969 -1.247
S -1.743 0.518 2.031
```

## Properties
E_LUMO, eV: 0.730

***

Last place for stability: ii

***

i | Entry from the Open Molecules 2025 dataset: a single C5H10OS molecule (wB97M-V/def2-TZVPD).

```
17
C5H10OS | the Open Molecules 2025 dataset | wB97M-V/def2-TZVPD
C 1.601 -2.839 -0.942
S 1.524 -1.280 -0.551
O 2.696 -0.842 0.243
C 0.021 -0.568 0.092
C -0.267 0.841 0.596
C -0.365 1.929 -0.502
C -1.629 0.514 1.318
H 2.605 -3.123 -1.220
H 0.840 -3.118 -1.621
H -0.718 -0.712 -0.687
H 0.430 1.102 1.360
H -1.313 1.936 -1.076
H 0.464 1.764 -1.302
H -0.329 2.916 0.045
H -2.383 0.584 0.486
H -1.672 1.406 2.026
H -1.504 -0.511 1.734
```

## Properties
SMILES: C=S(=O)=CC(C)C
E_LUMO (alpha / beta), eV: -0.722 / -0.745

***

ii | Entry from the Open Molecules 2025 dataset: a single C5H10OS molecule (wB97M-V/def2-TZVPD).

```
17
C5H10OS | the Open Molecules 2025 dataset | wB97M-V/def2-TZVPD
C -2.631 0.996 0.607
C -1.690 0.952 -0.310
C 1.529 0.701 -0.798
C 1.430 -1.514 0.413
C 0.734 -0.198 0.128
O -1.536 -1.624 0.154
S -0.897 -0.631 -0.712
H -3.158 1.896 0.879
H -2.900 0.088 1.124
H -1.361 1.787 -0.904
H 1.661 0.220 -1.765
H 1.031 1.655 -0.951
H 2.514 0.898 -0.377
H 1.730 -1.994 -0.517
H 0.749 -2.180 0.939
H 2.314 -1.360 1.028
H 0.481 0.308 1.062
```

## Properties
E_LUMO, eV: 0.910

***

Last place for stability: i

***

i | Entry from the Open Molecules 2025 dataset: 2 unconnected molecules or ions with the total composition C2H7ClN3 (wB97M-V/def2-TZVPD).

```
13
C2H7ClN3 | the Open Molecules 2025 dataset | wB97M-V/def2-TZVPD
C -0.623 -0.412 -1.378
C -0.845 0.449 0.984
N -1.407 0.110 -2.364
N 1.477 -0.552 2.263
N -0.808 0.149 -0.248
Cl -1.856 -0.532 2.052
H 0.363 -1.020 -1.395
H -0.321 1.384 1.115
H -1.278 -0.236 -3.307
H -2.236 0.684 -2.287
H 0.489 -0.890 2.594
H 1.981 -1.293 1.785
H 2.435 -0.145 2.907
```

## Properties
E_LUMO, eV: -4.416
Total charge: +1

***

ii | Entry from the Open Molecules 2025 dataset: 3 unconnected molecules or ions with the total composition C2H7ClN3 (wB97M-V/def2-TZVPD).

```
13
C2H7ClN3 | the Open Molecules 2025 dataset | wB97M-V/def2-TZVPD
C 1.118 0.025 0.099
C -1.225 -0.481 -0.397
N 1.907 0.922 -0.402
N -1.182 -1.799 -0.584
N -0.138 0.226 -0.304
Cl -2.651 0.338 -0.222
H 1.407 -0.741 0.729
H -0.607 1.597 1.282
H 2.772 0.927 0.114
H 1.722 1.645 -1.114
H -2.099 -2.178 -0.471
H -0.308 -2.156 -0.968
H -0.717 1.675 2.237
```

## Properties
E_LUMO, eV: -4.688
Total charge: +1

***

Last place for stability: i

***

i | Entry from the Open Molecules 2025 dataset: 2 unconnected molecules or ions with the total composition C2H6NO2 (wB97M-V/def2-TZVPD).

```
11
C2H6NO2 | the Open Molecules 2025 dataset | wB97M-V/def2-TZVPD
C -1.045 1.500 -1.110
N -1.611 0.608 -0.400
H 0.012 1.269 -1.235
H -1.493 2.416 -1.467
H -2.612 0.488 -0.450
H -1.010 -0.169 0.051
O 0.041 -0.540 1.252
C 1.114 -0.885 0.850
O 1.474 -0.656 -0.388
H 1.796 -1.389 1.538
H 2.237 -1.156 -0.747
```

## Properties
E_LUMO, eV: -5.029
Total charge: +1

***

ii | Entry from the Open Molecules 2025 dataset: a gas-phase ion, C2H6NO2 (charge +1) (wB97M-V/def2-TZVPD).

```
11
C2H6NO2 | the Open Molecules 2025 dataset | wB97M-V/def2-TZVPD
N -1.724 -0.184 -0.399
C -0.556 -0.772 0.268
C 0.612 0.217 0.184
O 0.411 1.405 0.357
O 1.631 -0.507 -0.248
H -2.066 -0.710 -1.311
H -1.479 0.865 -0.645
H -2.519 -0.091 0.212
H -0.657 -0.966 1.382
H -0.270 -1.741 -0.233
H 2.382 0.079 -0.194
```

## Properties
SMILES: [NH3+]CC(=O)O
E_LUMO, eV: -4.123
Total charge: +1

***

Last place for stability: i

***

i | Entry from the Open Molecules 2025 dataset: a gas-phase ion, C2H6NO2 (charge +1) (wB97M-V/def2-TZVPD).

```
11
C2H6NO2 | the Open Molecules 2025 dataset | wB97M-V/def2-TZVPD
C 0.894 -1.051 -0.396
C -0.422 1.577 1.598
N 0.340 -1.483 -1.637
O 0.482 0.549 1.351
O 0.107 -0.126 0.088
H -0.430 1.740 2.738
H -0.087 2.461 1.060
H -1.506 1.311 1.212
H -0.699 -1.539 -1.546
H 0.591 -2.480 -1.939
H 0.732 -0.959 -2.529
```

## Properties
E_LUMO, eV: -5.062
Total charge: +1

***

ii | Entry from the Open Molecules 2025 dataset: 2 unconnected molecules or ions with the total composition C2H6NO2 (wB97M-V/def2-TZVPD).

```
11
C2H6NO2 | the Open Molecules 2025 dataset | wB97M-V/def2-TZVPD
C 2.117 0.673 1.549
N 1.140 0.912 0.769
H 2.367 1.392 2.316
H 2.580 -0.298 1.438
H 0.776 0.192 0.145
H 0.607 1.769 0.893
O -0.582 -0.264 -0.958
C -1.509 -0.876 -1.412
O -2.697 -0.976 -0.849
H -1.427 -1.416 -2.364
H -3.370 -1.109 -1.528
```

## Properties
E_LUMO, eV: -5.195
Total charge: +1

***

iii | Entry from the Open Molecules 2025 dataset: 2 unconnected molecules or ions with the total composition C2H6NO2 (wB97M-V/def2-TZVPD).

```
11
C2H6NO2 | the Open Molecules 2025 dataset | wB97M-V/def2-TZVPD
C -3.035 0.441 0.261
N -2.077 0.343 -0.575
H -3.038 -0.045 1.231
H -3.892 1.066 0.040
H -2.254 0.633 -1.528
H -1.364 -0.347 -0.326
O 0.661 0.035 0.028
C 1.847 0.007 -0.193
O 2.724 -0.750 0.489
H 2.411 0.781 -0.729
H 2.181 -1.474 0.836
```

## Properties
E_LUMO, eV: -5.591
Total charge: +1

***

Last place for stability: i